The following is a DFT calculation (wB97M-V/def2-TZVPD) of a 3-piece molecular cluster, C25H38F4N2O2 overall at a distorted geometry.

Properties
- DFT total energy: -1634.28371 a.u.
- Energy relative to the best compared isomer or geometry (same formula, charge and spin): 1464.1 kJ/mol
- E_HOMO: -7.883 eV

Last column: Mulliken charge in e.
CARTESIAN COORDINATES (ANGSTROEM)
1 O 1.997 -0.880 5.094  -0.538
2 C 2.253 -0.462 3.840  0.496
3 C 3.731 -0.653 3.103  -0.377
4 C 4.105 0.206 1.915  -0.343
5 C 3.096 1.398 1.321  0.288
6 O 3.557 2.495 0.672  -0.485
7 C 1.489 1.181 1.600  0.240
8 C 0.263 1.817 0.695  0.081
9 F 0.569 2.671 -0.512  -0.114
10 C -1.355 1.581 1.044  -0.717
11 C -1.706 0.643 2.370  0.630
12 C -3.269 0.335 2.867  -0.812
13 C -3.594 -1.261 2.696  -0.028
14 C -4.658 -1.636 1.508  0.810
15 F -3.900 -2.209 0.372  -0.242
16 F -5.608 -0.558 1.148  -0.258
17 F -5.505 -2.763 2.051  -0.283
18 C -0.512 -0.030 3.297  -0.575
19 C 1.078 0.238 2.917  0.244
20 H 4.415 -1.501 3.547  0.315
21 H 5.164 0.045 1.389  0.312
22 H -2.204 2.073 0.365  0.299
23 H -3.277 0.643 4.020  0.270
24 H -3.994 1.059 2.303  0.417
25 H -2.561 -1.778 2.392  -0.373
26 H -3.887 -1.742 3.730  0.366
27 H -0.757 -0.714 4.228  0.291
28 C -0.133 -3.303 2.458  -1.004
29 C -0.045 -4.330 1.333  -0.498
30 N 0.009 -5.718 1.800  0.084
31 C 0.376 -6.669 0.746  -0.692
32 C -0.589 -6.832 -0.425  -0.944
33 C -1.079 -6.153 2.679  -0.689
34 C -2.503 -6.044 2.147  -0.863
35 H 0.691 -3.423 3.170  0.377
36 H -0.072 -2.291 2.043  0.323
37 H -1.079 -3.373 3.004  0.233
38 H 0.872 -4.109 0.775  0.424
39 H -0.879 -4.168 0.641  0.199
40 H 0.559 -7.655 1.191  0.354
41 H 1.350 -6.364 0.340  0.396
42 H -1.470 -7.413 -0.143  0.218
43 H -0.094 -7.379 -1.235  0.397
44 H -0.916 -5.873 -0.835  0.266
45 H -1.017 -5.576 3.609  0.345
46 H -0.900 -7.188 2.997  0.362
47 H -2.695 -5.092 1.644  0.157
48 H -3.212 -6.118 2.980  0.358
49 H -2.740 -6.856 1.458  0.280
50 C 1.102 7.412 -5.841  -1.404
51 C 1.601 6.871 -4.505  -0.317
52 N 0.718 5.867 -3.905  0.105
53 C 1.050 5.565 -2.508  -0.784
54 C 2.402 4.914 -2.230  -0.916
55 C 0.396 4.704 -4.734  -0.686
56 C 1.557 3.855 -5.240  -0.935
57 H 0.088 7.817 -5.751  0.324
58 H 1.756 8.223 -6.181  0.430
59 H 1.104 6.645 -6.621  0.288
60 H 1.675 7.728 -3.825  0.426
61 H 2.619 6.487 -4.637  0.263
62 H 0.262 4.939 -2.073  0.377
63 H 1.005 6.503 -1.940  0.373
64 H 2.405 3.858 -2.508  0.119
65 H 2.617 4.960 -1.157  0.377
66 H 3.223 5.417 -2.746  0.387
67 H -0.176 5.051 -5.602  0.369
68 H -0.306 4.054 -4.195  0.333
69 H 2.383 4.457 -5.626  0.233
70 H 1.211 3.216 -6.062  0.374
71 H 1.941 3.191 -4.464  0.267